Entry 1:
88
Properties=species:S:1:pos:R:3 method="wB97M-V/def2-TZVPD" lumo_energy_ev="-4.8 / -7.4" de_lowest_kcal_mol=14.6 s2=6.030 orbital_gap_ev="7.18 / 5.58" charge=+2 largest_force_ha_per_bohr=0.0087 spin_multiplicity=5
C -3.371 0.865 -1.265
C 2.994 -4.656 1.995
C -3.413 -0.114 3.750
H -0.857 7.859 -0.498
C 0.220 -2.574 -4.742
H -6.473 1.697 -2.358
C -0.486 5.225 -0.527
C -2.638 -1.183 4.026
H 3.892 0.707 1.590
C -2.733 -4.694 0.704
N 0.109 8.123 -0.522
H 3.616 -1.852 0.192
H 6.211 1.674 1.659
H 2.852 5.300 -0.917
C 6.284 1.953 -0.480
H 3.082 -4.300 -4.198
C 0.966 -3.837 0.989
H 0.331 -1.510 4.599
H -4.116 2.193 2.723
H 2.430 2.833 -0.955
C -5.691 1.360 -1.690
C 1.621 3.538 -0.829
H -1.100 -5.601 1.755
C -0.213 -1.774 3.695
N 3.745 0.898 -0.446
H -0.794 -1.371 -3.294
H -2.550 -1.925 -1.239
C 2.060 -3.122 -2.729
Se 0.088 1.194 2.171
H -7.027 0.997 -0.050
H 3.503 -5.392 2.607
C 2.230 -3.662 -3.998
O 2.297 7.576 -0.678
H 0.334 9.104 -0.512
C 1.307 -3.398 -4.999
H -1.621 3.401 -0.464
H 2.782 -3.341 -1.954
C -3.689 0.456 0.041
C -4.383 1.306 -2.136
C -3.145 -3.668 -0.141
C 0.961 -2.311 -2.468
C 1.854 4.896 -0.810
C 1.626 -4.770 1.780
C -2.228 -2.720 -0.578
H -4.176 -3.616 -0.467
H -0.551 -2.803 3.758
H -4.446 0.084 3.980
H -2.592 2.895 3.301
C 5.570 1.791 -1.658
C 0.049 -2.025 -3.480
C -5.001 0.504 0.467
H 1.081 -5.597 2.224
H 4.784 -3.543 1.581
H -4.128 1.606 -3.145
C 1.133 7.246 -0.619
C -6.000 0.962 -0.392
H 5.992 2.064 -2.617
H 3.683 1.092 -2.489
C -1.408 -4.787 1.108
H 0.440 -1.663 2.840
H -0.499 -2.363 -5.523
C -0.906 -2.815 -0.175
C 3.063 -2.667 0.643
N -2.613 0.801 3.092
H -2.871 -2.106 4.530
N -1.379 -0.905 3.538
C -1.376 0.297 2.947
H 1.436 -3.832 -5.983
H -5.261 0.173 1.466
C -0.482 -3.847 0.665
H -2.719 2.307 1.635
H -3.450 -5.434 1.040
C 4.421 1.039 0.710
C 5.693 1.569 0.715
H -2.901 0.073 0.679
C 3.716 -3.613 1.425
C 4.298 1.262 -1.619
Ir 0.058 0.822 -0.303
As 0.582 -1.680 -0.672
S -1.756 0.778 -1.865
N 0.394 3.016 -0.695
O 2.526 0.363 -0.428
C 0.787 5.766 -0.651
C -3.034 2.136 2.659
C -0.639 3.852 -0.550
H -1.372 5.837 -0.412
C 1.700 -2.786 0.434
H 7.283 2.369 -0.492

Entry 2:
85
Properties=species:S:1:pos:R:3 method="wB97M-V/def2-TZVPD" lumo_energy_ev=-2.9 de_lowest_kcal_mol=6.0 orbital_gap_ev=7.07 charge=+1 largest_force_ha_per_bohr=0.0230
H 1.422 5.123 -3.535
C 6.650 -2.915 -1.400
H 6.010 -4.946 -1.147
C 0.173 1.495 -3.288
C 6.552 -1.766 -2.181
H -2.359 -5.711 -6.266
S -2.840 -0.957 -0.554
H 2.956 -0.904 -5.586
C 3.390 -1.493 -7.592
S -0.783 2.430 0.250
C 5.691 -1.359 -8.266
H -0.189 0.470 -3.235
C 6.034 -0.891 -7.002
H -3.049 -6.126 -3.933
H 7.068 -0.649 -6.788
H 4.224 1.575 -3.051
C 5.005 -2.881 -3.641
H -2.681 -0.694 2.481
H 2.563 3.546 -2.042
C 1.714 3.210 -2.624
H 3.186 -0.373 1.788
C 3.765 3.152 1.174
C 3.213 1.425 -0.423
C 5.062 -0.731 -6.018
H 6.341 0.982 0.818
H -1.684 1.467 3.137
H 3.582 -1.039 -2.345
C 5.925 -4.047 -1.743
C 3.023 -0.230 -2.822
H -2.134 -4.719 -2.108
C 2.866 2.575 0.285
H 2.283 -0.724 -3.457
H 0.767 1.728 3.231
H 1.249 -2.334 1.990
C 5.721 -1.734 -3.299
C 5.366 1.430 0.674
H -1.332 2.060 -4.710
C -0.925 -3.553 -3.448
H -0.745 -3.919 -6.797
H 1.898 3.042 0.135
C 5.017 2.582 1.369
H -1.198 -2.604 1.919
H 3.049 -0.866 3.471
H 4.376 -2.888 -4.523
H 6.457 -1.479 -9.021
S -2.843 2.303 -0.066
H 3.402 1.070 -4.507
S -2.995 0.875 -1.530
C 2.683 -0.154 2.729
H 2.357 -1.721 -7.822
Lu -0.397 -0.124 -0.141
H 5.720 3.037 2.055
H 7.306 -2.930 -0.538
C -0.524 -3.308 -4.758
C -1.045 0.633 2.887
H 4.103 -2.015 -9.549
H 2.979 0.847 3.038
C -1.043 -4.092 -5.772
C 5.106 -4.030 -2.867
C -0.421 -2.719 -2.380
C -0.475 2.385 -4.135
C 3.928 0.696 -3.627
As 5.652 -0.056 -4.289
N -0.019 -2.066 -1.526
C -2.343 -5.338 -4.158
C 1.258 1.900 -2.522
C -0.027 3.693 -4.219
H 0.184 -2.517 -4.972
H 3.487 4.054 1.703
C 0.343 0.777 2.933
C 4.370 -1.659 -8.562
H -0.531 4.398 -4.868
C -0.771 -1.641 2.169
H 4.554 -4.919 -3.147
C 1.190 -0.267 2.598
C -1.832 -4.559 -3.135
C 4.469 0.854 -0.215
C 1.070 4.102 -3.466
P 2.033 0.594 -1.524
C -1.609 -0.571 2.508
C -1.950 -5.103 -5.470
H 4.767 -0.041 -0.750
H 7.141 -0.893 -1.920
C 0.608 -1.484 2.196
C 3.735 -1.032 -6.328

Entry 3:
89
Properties=species:S:1:pos:R:3 method="wB97M-V/def2-TZVPD" lumo_energy_ev=0.3 de_lowest_kcal_mol=20.3 orbital_gap_ev=7.76 largest_force_ha_per_bohr=0.0877
H -2.795 -5.192 -3.559
H -3.770 -4.250 0.223
H -5.429 -4.659 -1.190
C 7.201 -1.741 1.732
C 0.312 2.418 3.980
H -0.421 6.611 -1.714
N -1.474 -4.756 -1.944
C 1.419 3.109 4.466
C -7.004 -1.338 0.022
H 5.466 -0.468 1.628
H 5.762 0.409 -0.988
H -0.246 4.185 -2.183
C 1.779 0.901 2.811
H -9.883 -0.588 0.378
C 0.429 6.448 0.253
H 3.568 3.241 4.500
C 0.487 1.316 3.139
C 3.736 -0.133 -0.583
C -0.007 5.943 -0.967
C 0.623 3.719 -0.277
C -7.571 -1.680 -1.181
H -4.772 -2.002 -2.996
O -2.918 -0.974 0.322
H -0.683 2.740 4.262
C 1.084 4.229 0.933
H 5.415 3.633 -2.374
H -9.655 -2.336 0.763
H -4.456 -4.145 -2.544
C 4.501 2.132 -1.095
C -3.375 -1.388 -0.806
H 2.936 3.586 -1.136
H -2.416 1.349 -0.742
O 1.432 -0.526 -0.123
H -5.193 -0.954 1.135
H 1.924 0.056 2.148
H 0.351 7.508 0.461
H 7.632 -1.216 2.575
C 5.422 -1.995 0.130
C -1.873 1.988 1.246
H -1.829 3.015 -0.645
C 0.976 5.589 1.203
N -0.309 1.498 -0.634
H 3.883 1.273 3.029
C -5.655 -1.223 0.194
H 7.787 -4.372 -0.332
H 5.584 -3.628 -1.230
H -0.477 -4.683 -1.821
C -2.106 -4.494 -0.769
H -7.288 -2.189 -3.248
H -4.416 -5.842 -2.020
C 2.885 1.595 3.303
O -8.928 -1.713 -1.074
H -1.321 2.804 1.713
C 0.726 2.238 -0.555
H -2.215 -3.518 -3.499
C -1.665 2.003 -0.282
C 7.854 -2.833 1.173
Te -1.138 0.265 2.318
H 1.277 3.964 5.117
H -2.926 2.091 1.491
C -5.431 -1.826 -2.155
C 5.988 -1.318 1.201
H 5.715 3.880 -0.662
C 2.405 0.300 -0.465
S -1.187 -4.138 0.623
C -9.226 -1.447 0.315
H 6.563 2.606 -1.526
H -1.139 -4.845 -3.974
C 4.087 -1.591 -0.451
C -4.862 -1.483 -0.938
H 1.534 3.561 1.662
H 1.328 5.978 2.152
Ba -0.612 -1.168 -0.462
O -2.656 -1.728 -1.800
C 5.601 3.112 -1.431
C 7.284 -3.516 0.100
C 3.175 2.537 -0.980
C 6.062 -3.102 -0.412
C -1.954 -4.559 -3.312
O -7.979 -1.135 0.961
C 2.706 2.701 4.125
C -6.825 -1.933 -2.304
O 3.336 -2.475 -0.797
C 0.089 4.580 -1.229
C 4.743 0.781 -0.883
C 2.129 1.670 -0.684
H 8.807 -3.156 1.574
N -3.446 -4.496 -0.698
C -4.472 -4.808 -1.686

Entry 4:
85
Properties=species:S:1:pos:R:3 method="wB97M-V/def2-TZVPD" lumo_energy_ev="0.2 / 0.1" s2=6.079 orbital_gap_ev="7.97 / 8.31" largest_force_ha_per_bohr=0.0069 spin_multiplicity=5
H -1.350 -1.968 2.815
C 1.113 -4.093 2.547
C -3.341 2.053 -2.541
N -1.358 0.950 -0.994
H -3.523 -3.876 -0.329
C -1.563 -2.439 -1.208
C -1.882 6.623 -0.446
C -3.623 1.003 -1.684
H -2.546 7.478 -0.456
H 0.235 -4.263 1.922
H 0.504 3.128 -2.638
H 0.688 -4.569 -2.593
C -1.332 4.414 0.333
H -1.559 3.545 0.938
C 2.829 3.526 0.806
C -2.187 5.506 0.319
H 0.182 -3.451 -0.481
S 2.271 -0.067 -0.283
C -3.491 -4.586 2.983
H 4.647 3.858 1.880
C 4.176 3.836 0.906
C -2.054 -2.720 2.486
H 4.873 4.252 -2.373
H -3.845 -1.084 -0.145
C -2.600 0.466 -0.914
H -4.127 2.492 -3.142
H 2.253 3.294 1.691
H 1.063 5.583 -1.743
H 6.164 -3.218 -0.236
H -4.506 -5.442 1.296
H 3.817 -4.702 2.244
H 5.928 -4.564 0.914
H -0.786 -4.240 -4.563
C -2.395 -2.288 -2.308
H 6.413 -2.964 1.487
I 1.007 0.118 3.810
H -0.451 7.510 -1.776
C 4.303 4.057 -1.473
H -1.469 0.217 2.898
H -3.094 5.485 0.910
C -0.710 6.638 -1.188
H 5.974 4.338 -0.158
C -1.068 1.961 -1.828
Mn 0.000 0.545 0.649
C 2.192 -3.407 1.777
C -2.869 -0.645 0.069
H -1.793 3.363 -3.269
N 4.012 -1.975 0.279
H -2.777 -2.786 -4.357
C 2.196 3.481 -0.433
H -0.733 1.852 2.824
O 0.388 2.353 0.635
C -1.005 -3.744 -3.627
H 2.507 3.705 -2.557
H 1.021 1.585 -1.953
C 4.378 -3.075 0.910
C -0.605 0.799 2.587
N 1.847 -2.290 1.108
C 0.349 2.434 -1.814
C -2.380 -2.805 1.138
C -2.606 -3.605 3.404
O -0.599 -1.278 0.662
H -2.933 -0.219 1.076
H 0.799 -3.448 3.371
C -1.810 -1.772 0.153
C -3.271 -3.790 0.722
C -0.462 -3.283 -1.331
C 3.493 -3.819 1.714
H -3.279 -1.667 -2.249
H -4.623 0.599 -1.605
H 1.465 -5.040 2.947
C 0.701 3.143 -0.465
C -3.821 -4.676 1.637
C -0.159 4.417 -0.415
C 2.952 3.749 -1.571
H -3.922 -5.276 3.696
C -2.117 -2.930 -3.511
C 5.804 -3.495 0.752
H -2.344 -3.524 4.452
C 4.920 4.103 -0.234
C 0.144 5.544 -1.171
H 0.845 -1.993 1.051
C -0.180 -3.925 -2.523
C 2.746 -1.542 0.409
C -2.047 2.537 -2.619

Entry 5:
82
Properties=species:S:1:pos:R:3 method="wB97M-V/def2-TZVPD" lumo_energy_ev=-4.5 orbital_gap_ev=5.72 charge=+1 largest_force_ha_per_bohr=0.0424
C -4.112 1.270 2.016
C 2.006 2.827 1.908
H -4.281 0.234 1.720
C -1.897 -4.207 2.122
C -5.107 1.986 2.640
H -2.864 -2.914 3.564
C 1.002 -3.223 -0.266
C 1.379 -2.381 -2.678
C 0.422 -6.564 -2.081
C 0.599 -2.205 -1.392
C 2.003 1.609 1.170
C 4.431 1.847 0.953
N 0.680 -0.774 -1.026
H -0.455 4.101 -3.844
H 1.062 3.234 2.264
H -0.331 -7.025 -2.725
H -0.836 3.872 -6.317
C -0.392 3.127 -4.329
C 1.570 -7.281 -1.714
H -5.323 5.910 4.183
C 4.410 3.047 1.714
C -0.421 1.322 1.581
C -1.743 1.028 1.269
C 3.166 3.519 2.200
H 5.239 4.574 3.833
C 0.651 -1.653 -3.775
C 2.354 -5.370 -0.448
C -1.125 -1.983 2.664
H -1.603 3.602 2.137
H -0.565 1.665 -7.421
H 6.650 5.122 2.844
H 3.089 -4.887 0.202
C 0.759 0.914 0.945
C -2.816 1.817 1.822
H 0.783 -0.055 0.419
C 0.454 0.067 -2.014
H 3.122 4.428 2.804
H 0.754 -1.428 1.767
H -3.411 4.945 3.149
H 1.249 -1.608 -4.686
C -2.594 3.158 2.255
O -5.964 4.034 3.464
H -6.983 5.761 3.533
C -0.011 -3.245 0.902
H 2.386 -1.960 -2.531
N 0.379 -0.286 -3.329
H -2.575 -5.053 2.281
H 4.978 5.631 2.409
H 1.969 -2.901 0.154
H 1.495 -3.428 -2.965
C 0.247 -5.247 -1.631
C 0.008 0.742 -4.209
C -0.447 1.743 -6.339
H -0.298 -2.149 -4.029
C -5.940 5.479 3.383
C -2.049 -3.022 2.848
C -0.154 0.597 -5.582
O 5.597 3.651 1.967
C -0.584 2.995 -5.716
H -0.049 -0.379 -6.058
H 3.443 -7.218 -0.615
H -5.584 5.822 2.400
H -1.981 0.156 0.655
C 5.600 4.822 2.823
C 3.269 1.147 0.709
S 0.181 1.803 -1.850
C -4.883 3.335 3.018
H -0.312 1.899 2.510
H -0.472 -2.441 -1.588
C -0.878 -4.321 1.166
C 1.207 -4.651 -0.805
H 1.718 -8.303 -2.071
C -3.598 3.908 2.844
C -0.063 -2.151 1.775
H 5.399 1.513 0.590
H -1.228 -1.050 3.224
C 2.536 -6.677 -0.902
C -0.105 1.981 -3.572
H 3.315 0.210 0.151
H -0.761 -5.267 0.631
H -0.668 -4.707 -1.899
H -6.096 1.562 2.826